This record from OMol25 describes a cluster of 9 separate species, C21H60N6O9 in total in a non-equilibrium geometry. The level of theory is ωB97M-V/def2-TZVPD.

XYZ file:
```
96
Properties=species:S:1:pos:R:3:forces:R:3:mulliken_charge:R:1
H -4.9162 -0.5402 -0.5742 0.2 -0.4 0.0 0.27
O 3.8940 -0.1651 2.6607 -0.3 -0.4 0.0 -0.42
H -0.2401 0.1056 3.8193 -0.1 0.0 0.1 0.14
C 2.5097 -2.4063 -1.0524 -0.8 0.0 -0.3 -1.00
H -3.9830 -2.8707 -4.0338 0.8 0.1 0.2 0.42
H 1.1069 -3.9514 -2.9100 0.0 0.1 0.1 0.31
H -0.5770 -0.8473 2.1269 -0.4 0.4 0.0 -0.27
H 6.5041 0.4079 3.0544 -0.2 -0.2 0.0 0.31
H -0.5024 1.0626 5.1779 -0.1 0.1 0.0 0.27
H 4.4659 2.4897 -1.2898 -0.6 0.0 -0.2 0.43
H -0.8706 0.1219 -2.1576 0.4 0.2 0.2 0.45
H -5.6004 -5.5884 -1.3287 -0.1 0.1 0.6 0.32
H 2.1026 -1.4884 -1.4845 -0.1 -0.1 -0.1 0.17
O -3.0104 2.3663 -4.3384 -0.6 -0.5 -0.6 -0.68
H -0.2158 -2.0558 1.0189 0.4 0.3 -0.7 0.28
C -0.5651 -0.0966 0.0660 0.4 0.1 -0.9 1.15
C -5.0486 1.0883 2.4488 0.3 -0.1 -0.1 -1.48
H 1.7085 -2.8783 -0.4788 -0.1 0.0 0.0 0.31
O -0.5184 3.4118 -2.0121 -0.5 -0.8 -0.2 -0.80
H 3.1153 1.3627 4.5275 0.1 0.2 0.1 0.12
O 1.2417 1.6591 2.6899 -0.3 0.0 -0.6 -0.54
C -5.0381 -0.5762 0.5097 0.0 0.8 -0.1 -1.36
H -6.4164 -3.9708 -4.2553 0.3 0.0 0.0 0.32
C -3.6838 2.1817 -3.3419 1.3 1.5 1.2 0.51
C 0.0996 3.8790 -1.0741 1.1 0.2 -0.8 0.62
H -3.6358 2.1345 -1.2577 -0.1 0.2 -0.3 0.25
C 3.0239 -3.3447 -2.1593 -0.6 -0.5 1.3 0.67
C 3.5918 0.4832 4.9712 -0.5 0.2 -0.7 -1.13
C 6.9556 1.1341 -1.0397 0.3 0.4 -0.5 -1.35
H 3.2437 -2.0360 -0.3358 0.3 -0.5 -0.1 0.34
N 0.5695 3.0693 4.3115 -0.1 1.8 0.8 -0.44
H 5.4661 0.8204 -2.6244 0.2 -0.3 0.0 0.35
H -0.8084 -1.5669 -1.6336 0.3 0.0 0.3 0.27
C -5.2018 -4.5759 -1.3112 0.3 0.3 -0.8 -1.28
H -4.4117 -1.3504 0.9494 -0.3 -0.2 -0.1 0.33
O 4.2911 -2.9156 -2.5401 0.6 0.0 -1.1 -0.57
H 2.3915 -4.2246 -4.0531 0.2 0.2 -0.1 0.37
H 1.0804 0.4262 1.0066 -0.1 0.1 0.0 0.06
H 3.0496 0.2963 2.7232 0.0 0.1 -0.2 0.16
H -0.3745 5.7367 -1.6105 -0.1 0.2 0.3 0.26
H -1.8275 -1.5640 1.0363 -0.2 0.5 0.3 0.19
H -4.7934 -2.0369 -2.7945 0.1 0.0 0.5 0.26
H -5.4705 1.7351 -2.4168 0.1 0.1 0.1 0.14
H -0.0502 3.2177 5.0884 -0.1 0.0 -0.1 0.16
H -2.2065 2.7065 -2.0384 -0.2 0.0 -0.2 0.34
C -0.8194 -1.1468 1.1077 -0.2 -1.2 0.5 -0.81
C -1.0835 -0.5565 -1.3310 -0.1 0.4 0.5 -1.39
H -5.9205 1.6742 0.0100 0.0 0.3 -0.1 0.33
C 0.5036 1.9243 3.6298 0.8 -0.7 0.2 0.56
H 5.5894 1.8377 3.4014 -0.6 -0.1 0.1 0.27
H 7.1401 0.7111 -0.0493 0.0 -0.2 0.0 0.33
H -5.7732 -3.8755 -0.7016 -0.5 -0.1 -0.3 0.28
H 2.7786 -0.2301 5.1224 0.1 0.0 0.5 0.31
H -1.0845 0.8443 0.2808 -0.5 -0.2 0.2 0.15
H 4.8543 -1.0851 4.2293 0.1 -0.1 -0.1 0.20
O 0.8245 0.2696 0.0855 0.0 -0.5 -0.5 -0.26
C -4.1902 -2.9321 -2.9633 -1.3 -0.1 -0.6 -1.09
H 6.2953 0.9118 4.7155 0.0 0.0 0.0 0.41
H -4.7261 2.0721 2.7916 -0.6 0.3 -0.4 0.39
O 5.4312 -0.6758 -1.1904 0.2 -0.1 -0.5 -0.50
C 4.4552 1.4873 -0.8536 0.7 0.5 0.0 -0.85
H -5.5191 1.7642 -4.1379 0.2 -0.1 0.0 0.21
H -6.1250 0.9105 2.4386 -0.1 0.4 0.6 0.35
H 5.9355 -0.7613 -0.3770 -0.2 -0.4 0.1 0.19
H -2.1752 -0.5248 -1.2727 -0.1 -0.2 0.1 0.17
H 4.0871 0.8166 5.8802 -0.1 -0.4 0.1 0.42
H -3.3475 -3.0035 -2.2810 0.3 0.3 -0.4 0.22
H 1.6144 3.4793 0.3472 -0.2 0.1 0.2 0.15
H 7.7249 0.8105 -1.7416 0.1 -0.1 0.2 0.30
H 0.9183 3.9156 3.8944 0.3 -0.3 -0.2 0.25
H -4.5620 0.4589 3.1976 -0.2 -0.6 -0.3 0.36
H 3.5089 0.9526 -0.9095 -0.1 0.3 -0.4 0.07
O -4.9699 1.8039 0.1157 -0.1 0.0 0.3 -0.64
H -6.1023 -0.7509 0.6865 0.0 -0.1 0.3 0.46
O -6.3810 -3.9342 -3.2963 -0.6 -0.1 0.1 -0.56
C -4.5751 0.7940 1.0298 0.4 -1.2 0.7 1.22
H -4.5810 -4.9815 -3.3118 -0.2 -0.2 -0.1 0.24
H 0.3886 5.5956 -0.0098 -0.1 0.4 -0.3 0.16
N -4.9906 1.8514 -3.2873 -1.4 -0.8 -0.9 -0.29
C -5.0839 -4.1599 -2.7920 0.7 0.3 1.0 0.52
H 4.5989 -2.2150 -1.9523 0.0 0.1 -0.1 0.45
N -3.1996 2.4975 -2.0956 0.6 -0.4 0.4 -0.26
N 0.0619 5.2083 -0.8772 0.4 0.7 0.8 -0.40
H 4.6441 1.6684 0.2088 0.3 -0.4 0.1 0.14
H 0.5949 2.1850 -0.2636 1.1 -0.2 0.2 0.19
H 1.8040 -2.5447 -3.7406 -0.1 -0.1 -0.3 0.32
H -4.2079 -4.5323 -0.8631 0.1 -0.5 -0.1 0.37
C 5.7786 0.8235 3.7557 0.3 -0.5 0.5 -1.33
N -0.3759 1.0384 4.1794 -0.3 -1.0 -0.2 -0.48
H 7.0921 2.2070 -0.8889 -0.3 0.1 -0.3 0.36
C 5.5827 0.7080 -1.5474 -0.6 0.2 1.6 0.37
H -3.4872 0.6966 1.0808 0.1 0.7 -0.5 -0.36
C 4.5322 -0.0870 3.9254 1.0 1.4 -0.3 0.72
H 3.0989 -4.3753 -1.7795 0.3 0.1 0.5 0.09
C 2.0291 -3.5206 -3.3048 0.1 0.6 0.2 -1.36
N 0.9680 3.1285 -0.3346 -1.2 -0.3 -0.1 -0.15
```
Forces are in eV/Å.

Output
- frontier orbital gap (eV) = 8.5
- LUMO (eV) = -0.12
- largest force on an atom (eV/Å) = 2.4


This record from OMol25 describes a cluster of 2 separate species, C2HClO2 in total in a non-equilibrium geometry. The level of theory is ωB97M-V/def2-TZVPD.

XYZ file:
```
6
Properties=species:S:1:pos:R:3:forces:R:3:nbo_charge:R:1
C 0.1988 0.4900 -0.0249 4.9 -1.0 -0.3 0.02
H 1.8941 -0.1515 0.1866 -3.1 2.0 -1.2 0.09
Cl -0.1696 2.1449 -0.2538 0.2 -0.4 0.0 0.08
O -0.2691 -0.2283 1.0625 -2.1 -1.1 1.5 -0.46
O -1.0874 -1.5527 -0.7840 -0.7 -1.0 0.0 -0.47
C -0.5669 -0.7023 -0.1864 0.8 1.4 -0.1 0.75
```
Forces are in eV/Å.

Output
- frontier orbital gap (alpha / beta) (eV) = 9.3 / 9.3
- LUMO (alpha / beta) (eV) = -0.85 / -0.85
- largest force on an atom (eV/Å) = 5.0


This record from OMol25 describes a structure of composition C16H9AuIN5O6. The level of theory is ωB97M-V/def2-TZVPD.

XYZ file:
```
38
Properties=species:S:1:pos:R:3:forces:R:3:nbo_charge:R:1
C -0.8465 4.3827 1.9346 0.0 0.0 0.0 -0.19
H -1.7157 1.1138 2.0533 0.0 0.0 0.0 0.22
N -1.4562 -4.7214 -1.6000 -0.1 0.0 0.0 -0.36
C 1.9164 0.5410 -2.0085 0.0 0.0 0.0 0.74
O -0.3318 -2.3770 2.5435 0.0 0.0 0.0 -0.54
O -2.5664 -0.1908 -1.4438 0.0 -0.1 -0.1 -0.69
O -1.1931 -1.3294 0.7622 0.0 0.1 0.0 -0.72
H -0.9081 5.3067 2.4933 0.0 0.0 0.0 0.23
C -1.8628 -2.2767 -2.2747 -0.4 -0.2 -0.4 -0.60
C 3.4775 -0.5354 -0.2429 0.0 0.0 0.0 -0.28
N -0.6942 2.0120 0.5086 0.0 0.1 0.1 -0.48
H -3.8896 -3.0520 -0.9454 -0.1 0.0 -0.1 0.42
C -0.2017 -1.7749 1.5145 0.0 0.0 0.0 0.75
C -1.2975 2.0477 1.6936 0.0 0.0 0.0 0.00
C 3.5487 -1.2874 0.9351 0.0 0.0 0.0 0.38
O 0.6310 0.6506 -2.2567 -0.3 0.1 -0.1 -0.70
C 2.2356 -0.2710 -0.7652 0.1 -0.1 -0.1 0.14
N -3.8110 -2.0484 -0.9309 -0.1 0.6 0.3 -0.75
C 2.3783 -1.7371 1.5629 0.0 0.0 0.0 -0.24
H 5.4559 -1.2638 1.0102 0.0 0.0 0.0 0.50
H 0.3063 3.0532 -0.9524 0.0 0.0 0.0 0.22
C -1.6553 -3.6343 -1.9340 -0.1 -0.1 0.0 0.28
H 4.3501 -0.1549 -0.7588 0.0 0.0 0.0 0.26
C -1.3934 3.2134 2.4397 0.0 0.0 0.0 -0.19
N 1.1556 -0.7338 -0.1537 0.2 0.3 0.0 -0.43
O 2.8032 1.0369 -2.6500 0.0 0.0 0.0 -0.55
C -1.4306 -1.8002 -3.5413 0.3 0.1 0.1 0.27
C -2.7857 -1.4709 -1.5472 0.4 -0.6 -0.2 0.67
O 4.7093 -1.6019 1.5203 0.0 0.0 0.0 -0.62
C -0.2223 4.3399 0.6984 0.0 0.0 0.0 -0.24
C -0.1683 3.1335 0.0195 0.0 0.0 0.0 0.04
H 2.4029 -2.3061 2.4813 0.0 0.0 0.0 0.27
C 1.1765 -1.4321 0.9802 0.0 0.0 0.1 0.13
N -1.0857 -1.4189 -4.5733 0.0 0.0 0.0 -0.34
Au -0.5769 -0.2955 -0.8893 0.2 -0.2 0.6 1.58
I -2.3475 3.1832 4.2856 0.0 0.0 0.0 0.18
H 0.2139 5.2293 0.2656 0.0 0.0 0.0 0.23
H -4.3211 -1.5299 -0.2343 0.1 0.0 0.1 0.41
```
Forces are in eV/Å.

Output
- frontier orbital gap (alpha / beta) (eV) = 6.1 / 6.1
- LUMO (alpha / beta) (eV) = -2.05 / -2.05
- largest force on an atom (eV/Å) = 0.8


This record from OMol25 describes the ion C2HF2O4S with charge -1 in a non-equilibrium geometry. The level of theory is ωB97M-V/def2-TZVPD.

XYZ file:
```
10
Properties=species:S:1:pos:R:3:forces:R:3:nbo_charge:R:1
H 1.7148 0.8607 -0.3307 -1.1 -1.5 1.6 0.17
O 0.8214 -0.5199 1.2583 0.8 -0.1 1.5 -0.45
S -1.3242 0.6337 -0.0933 2.9 1.6 2.1 2.40
F 2.3450 -0.9980 -0.4443 0.3 -1.3 0.1 -0.36
O -1.6108 0.5536 -1.4806 -0.2 -0.1 -1.9 -1.00
C 1.3747 -0.1885 0.0341 0.1 2.4 -1.8 0.38
C -0.0179 -0.6245 0.1843 -0.2 2.0 -2.1 0.23
F -0.3753 -1.8144 -0.2653 -0.1 -1.7 0.2 -0.32
O -0.5445 1.8106 0.3532 -0.9 -0.6 -0.8 -1.04
O -2.3832 0.2867 0.7842 -1.7 -0.6 1.1 -1.01
```
Forces are in eV/Å.

Output
- frontier orbital gap (eV) = 9.4
- LUMO (eV) = 3.98
- net charge = -1
- largest force on an atom (eV/Å) = 3.9


Calculated energy above the lowest of the compared OMol25 structures with the same formula, charge and spin, 0.714; 4.203; 0.049; 1.184 eV (same order as the records).
Calculated energy, -50120.044; -18702.607; -48264.231; -26550.884 eV (same order as the records).